[1]
{
  "formula": "C6H33NO10",
  "method": "the ωB97M-V functional and the def2-TZVPD basis",
  "lumo_energy_ev": 0.011,
  "fmax_ev_per_a": 8.7,
  "mol_weight_g_mol": 279.33,
  "homo_energy_ev": -8.4,
  "e_above_lowest_ev": 5.727,
  "e_tot_ha": -1055.3997,
  "gap_ev": 8.37,
  "smiles": "CCC/C=C(/C)N.O.O.O.O.O.O.O.O.O.O",
  "elements": ["C", "C", "C", "N", "C", "C", "C", "H", "H", "H", "H", "H", "H", "H", "H", "H", "H", "H", "H", "H", "H", "H", "O", "H", "H", "O", "H", "H", "O", "H", "H", "O", "H", "H", "O", "H", "H", "O", "H", "H", "O", "H", "H", "O", "H", "H", "O", "H", "H", "O"],
  "xyz": [[1.2719, -2.7949, 0.9485], [0.0136, -1.8013, 0.6846], [0.5559, -0.7742, -0.1881], [-0.4506, 1.4130, -2.1192], [-0.3726, 1.5790, -0.7082], [-0.1850, 0.6560, 0.1582], [-0.8285, 2.9962, -0.2579], [1.0092, -3.9211, 1.1892], [1.8084, -2.7097, 0.0650], [1.7657, -2.4197, 1.8823], [-0.8514, -2.4580, 0.2865], [-0.4538, -1.4606, 1.6536], [0.0622, -0.9673, -1.2172], [1.6285, -0.7134, -0.1951], [-0.3707, 2.1673, -2.7790], [-1.0024, 0.6100, -2.4885], [-0.1056, 0.6135, 1.2116], [-0.0020, 3.5689, 0.2005], [-1.6408, 2.7937, 0.4339], [-1.0330, 3.6454, -1.0627], [2.7774, -0.4384, 1.2844], [2.4033, 0.3795, 2.4723], [2.9452, 0.3944, 1.7387], [0.5809, 0.5257, 3.4905], [0.8517, -0.5828, 4.5111], [0.8188, -0.3940, 3.5888], [-0.2940, -2.0195, -3.9397], [-0.6033, -1.9352, -2.5002], [-0.9471, -2.3587, -3.3143], [2.1882, 0.5956, -2.8664], [3.3600, 0.9223, -1.7191], [2.9287, 0.3905, -2.3930], [1.8692, -1.5418, -2.2409], [2.3811, -3.0543, -2.4301], [1.6692, -2.4705, -2.1214], [-2.7608, -1.5465, -1.9437], [-3.0377, -2.1281, -0.5690], [-2.9048, -1.2436, -1.0089], [-0.1264, 2.8919, 3.3511], [-0.8135, 1.4498, 3.5914], [-0.4236, 2.1167, 2.9624], [2.3495, 2.8094, -0.4977], [3.1107, 2.1278, 0.6907], [3.1044, 2.4448, -0.2924], [-3.7439, -0.1443, 1.4089], [-2.5277, -1.1423, 1.5130], [-3.3991, -0.9226, 1.6586], [-4.5064, 0.6487, -0.2674], [-3.0456, 1.1680, -0.2755], [-3.8924, 1.1941, 0.2773]]
}



[2]
{
  "formula": "C6H34N2O9",
  "method": "the ωB97M-V functional and the def2-TZVPD basis",
  "lumo_energy_ev": 0.248,
  "fmax_ev_per_a": 2.2,
  "mol_weight_g_mol": 278.34,
  "homo_energy_ev": -8.1,
  "e_above_lowest_ev": 2.504,
  "e_tot_ha": -1035.6480,
  "gap_ev": 8.36,
  "smiles": "CC(C)CNCCN.O.O.O.O.O.O.O.O.O",
  "elements": ["C", "N", "C", "C", "C", "C", "C", "N", "H", "H", "H", "H", "H", "H", "H", "H", "H", "H", "H", "H", "H", "H", "H", "H", "H", "H", "O", "H", "H", "O", "H", "H", "O", "H", "H", "O", "H", "H", "O", "H", "H", "O", "H", "H", "O", "H", "H", "O", "H", "H", "O"],
  "xyz": [[1.2689, -0.1441, 2.8468], [0.8128, -0.8639, 1.6232], [-0.2710, -1.8381, 1.8892], [-0.9864, -2.2692, 0.6396], [-1.8777, -1.1492, 0.1174], [-1.7668, -3.5871, 0.8795], [2.5906, 0.5769, 2.4841], [2.3342, 1.6013, 1.4900], [1.5471, -0.8643, 3.6136], [0.5461, 0.6464, 3.0700], [0.3385, -0.1772, 1.0478], [0.1908, -2.6840, 2.4011], [-1.0348, -1.4432, 2.5860], [-0.2923, -2.5007, -0.1919], [-2.8745, -1.3634, -0.3070], [-2.1587, -0.4268, 0.8901], [-1.3901, -0.6143, -0.6956], [-2.5751, -3.5327, 1.6411], [-2.3326, -3.7839, -0.0219], [-1.1189, -4.3653, 1.2812], [3.0369, 0.9869, 3.4164], [3.2932, -0.1463, 2.0702], [2.5643, 1.4961, 0.5159], [1.4158, 1.9915, 1.6049], [0.6651, 1.2748, -4.4798], [0.8169, 0.8970, -3.1277], [0.1673, 1.4108, -3.6585], [0.7039, 1.0278, -1.2305], [-0.2693, 2.1396, -1.1378], [0.1888, 1.4911, -0.5644], [3.7712, 1.2522, -1.6639], [3.4885, -0.1811, -1.2200], [3.0844, 0.6861, -1.3541], [-1.4269, 2.7126, 1.6271], [-0.4122, 1.5683, 1.0864], [-0.9176, 1.9476, 1.8233], [-4.3494, 1.4826, -0.2263], [-3.6814, 1.6606, 1.1593], [-3.9122, 2.0926, 0.3309], [2.9640, -1.5505, 0.4809], [3.6859, -2.6361, -0.4082], [3.5366, -1.6994, -0.2817], [-2.5168, 3.0002, -0.3298], [-2.0367, 4.1273, -1.1331], [-1.8045, 3.2060, -0.9738], [-2.6113, 0.7760, -3.3468], [-1.5769, 0.4960, -4.3521], [-2.5349, 0.5025, -4.2586], [1.8960, -0.9595, -2.0979], [0.4941, -1.3564, -2.6830], [1.3271, -0.9140, -2.8718]]
}



[3]
{
  "formula": "C6H34N2O9",
  "method": "the ωB97M-V functional and the def2-TZVPD basis",
  "lumo_energy_ev": 0.388,
  "fmax_ev_per_a": 0.6,
  "mol_weight_g_mol": 278.34,
  "homo_energy_ev": -9.3,
  "e_above_lowest_ev": 0.000,
  "e_tot_ha": -1035.7400,
  "gap_ev": 9.67,
  "smiles": "CCCN[C@@H](C)CN.O.O.O.O.O.O.O.O.O",
  "elements": ["C", "C", "C", "N", "C", "C", "C", "N", "H", "H", "H", "H", "H", "H", "H", "H", "H", "H", "H", "H", "H", "H", "H", "H", "H", "H", "O", "H", "H", "O", "H", "H", "O", "H", "H", "O", "H", "H", "O", "H", "H", "O", "H", "H", "O", "H", "H", "O", "H", "H", "O"],
  "xyz": [[-2.6146, 1.6681, 0.4606], [-3.0648, 0.2306, 0.2047], [-1.3850, 1.7455, 1.3541], [-0.1917, 1.2317, 0.6668], [1.1472, 0.6462, 2.6892], [1.0610, 1.4648, 1.4089], [2.2353, 1.2058, 0.4332], [3.2977, 0.3534, 0.9735], [-2.4006, 2.1739, -0.4873], [-3.4275, 2.1961, 0.9538], [-2.3842, -0.2932, -0.4640], [-3.0372, -0.3375, 1.1323], [-4.0732, 0.1758, -0.1959], [-1.5889, 1.2069, 2.2759], [-1.1745, 2.7816, 1.6166], [-0.2864, 0.2285, 0.5270], [1.2441, -0.4152, 2.4715], [1.9590, 0.9632, 3.3395], [0.2437, 0.7480, 3.2869], [1.0640, 2.5277, 1.6543], [1.8617, 0.7292, -0.4652], [2.6127, 2.1777, 0.1117], [4.1080, 0.3762, 0.3661], [3.6358, 0.6711, 1.8775], [-1.3901, -3.7274, -1.3440], [-1.1372, -2.7107, -0.1806], [-1.5506, -2.8203, -1.0654], [-1.0186, -0.5447, -3.1485], [-0.7635, -1.7993, -2.2801], [-0.3395, -1.2450, -2.9771], [2.2946, -2.2696, -0.2767], [2.6417, -1.4346, 0.9790], [2.2211, -2.2743, 0.7111], [0.5905, 2.1294, -2.3498], [-0.2619, 2.2743, -1.0461], [-0.1987, 2.5660, -1.9814], [1.3902, -2.0275, -2.4050], [2.6178, -1.1666, -2.1946], [2.3043, -2.0724, -2.0680], [-1.4337, 1.6347, -2.8506], [-2.7776, 0.8675, -2.7034], [-2.0079, 0.9545, -3.2852], [0.9057, 0.0573, -3.0530], [1.8525, 0.9158, -3.9210], [1.6495, 0.7043, -3.0023], [-0.2544, -3.3978, 1.8753], [0.6892, -2.3973, 1.1055], [-0.2703, -2.5745, 1.3650], [-2.2174, -1.5941, 3.6287], [-0.9657, -1.4249, 2.7378], [-1.4114, -1.0788, 3.5385]]
}



[4]
{
  "formula": "C6H35N2O9",
  "method": "the ωB97M-V functional and the def2-TZVPD basis",
  "lumo_energy_ev": [-5.480, -10.406],
  "fmax_ev_per_a": 2.9,
  "spin_multiplicity": 2,
  "mol_weight_g_mol": 279.35,
  "homo_energy_ev": [-16.8, -16.8],
  "e_above_lowest_ev": 0.000,
  "e_tot_ha": -1035.6575,
  "charge": 2,
  "gap_ev": [11.28, 6.36],
  "elements": ["N", "C", "C", "C", "C", "C", "N", "C", "H", "H", "H", "H", "H", "H", "H", "H", "H", "H", "H", "H", "H", "H", "H", "H", "H", "H", "H", "O", "H", "H", "O", "H", "H", "O", "H", "H", "O", "H", "H", "O", "H", "H", "O", "H", "H", "O", "H", "H", "O", "H", "H", "O"],
  "xyz": [[-0.2312, -1.7791, 0.1784], [-0.3608, -0.3821, 0.6969], [-1.7917, -0.1200, 1.2092], [-1.8925, -0.4208, 2.7280], [-1.0060, 0.4871, 3.5741], [-0.0705, 0.6242, -0.4845], [0.7843, 1.6472, -0.0242], [1.0591, 2.7522, -0.9211], [-1.1038, -2.1023, -0.3016], [-0.1080, -2.4359, 0.9519], [0.4398, -1.8167, -0.5797], [0.3897, -0.1609, 1.4449], [-1.9803, 0.9401, 1.0667], [-2.5574, -0.7002, 0.7045], [-1.6125, -1.4636, 2.9155], [-2.9524, -0.4022, 2.9695], [-0.1083, -0.0071, 3.9116], [-0.7690, 1.4716, 3.1528], [-1.5703, 0.8809, 4.4249], [0.4215, -0.0003, -1.2629], [-0.9725, 1.0325, -0.9519], [1.6528, 1.2692, 0.3731], [2.1313, 2.9194, -0.9862], [0.8141, 3.6903, -0.4150], [0.6366, 2.5656, -1.8993], [-4.5545, 0.1656, -2.5099], [-4.0993, 0.6796, -1.1263], [-3.8661, 0.0717, -1.8407], [-3.0905, -1.2700, -1.5937], [-2.8946, -2.8331, -1.6386], [-2.5085, -2.0200, -1.2873], [4.6826, -1.3880, 2.6864], [4.1417, -0.1117, 1.9310], [4.5074, -0.9977, 1.8185], [3.6717, 2.2462, 0.6994], [4.7024, 1.8717, 1.7356], [3.7458, 1.8930, 1.5930], [1.9353, -4.7041, 0.6060], [1.9394, -3.2317, 0.1841], [1.3885, -3.9106, 0.6076], [3.3859, -1.5330, 0.4238], [2.5116, -0.9903, -0.8438], [2.5046, -1.4098, 0.0232], [0.7350, 0.3044, -5.6277], [0.4179, 1.6634, -5.0849], [0.9471, 0.8796, -4.8800], [-4.7709, 1.9677, 0.5951], [-4.3878, 3.4763, 0.1553], [-4.2857, 2.5338, -0.0087], [2.0618, -0.4735, -3.2622], [0.5787, -0.4412, -3.0682], [1.3587, -0.9275, -2.7627]]
}